Entry from OMol25: a molecular structure, C26H14Cl2MoN5O4S3 (ωB97M-V with the def2-TZVPD basis set).

Calculated total energy (Ha): -3757.1896
Relative energy (zero: lowest compared OMol25 entry of this formula, charge and spin) (kJ/mol): 0.0
Molecular weight (g mol⁻¹): 723.48
Total charge: 0
Frontier orbital gap (spin up / spin down) (eV): 6.446 / 5.541
Multiplicity: 2

```
55
Properties=species:S:1:pos:R:3:forces:R:3:lowdin_charge:R:1
Mo -0.2468 -0.1123 -0.9723 -0.26 0.03 0.32 1.380
Cl 5.0244 -2.4707 -5.0361 -0.02 0.00 0.01 0.666
C 3.6332 -2.4114 -4.0042 0.08 -0.01 -0.07 -0.676
C 3.2300 -1.1800 -3.5179 -0.13 -0.05 0.07 -0.029
C 2.1141 -1.1063 -2.6843 0.00 -0.04 -0.04 -0.196
N 1.5362 0.0521 -2.1479 0.03 0.22 0.03 -0.034
C 2.2135 1.2283 -2.2009 0.13 -0.13 -0.09 -0.459
O 3.3035 1.4544 -2.7079 -0.06 -0.05 0.01 0.057
C 1.4785 2.3474 -1.5531 0.04 0.14 0.00 -0.181
C 1.9653 3.6396 -1.6520 -0.06 -0.02 0.03 0.023
C 1.2174 4.6728 -1.1219 0.03 0.03 -0.02 -0.032
C -0.0017 4.3723 -0.5352 -0.03 -0.04 0.01 -0.026
C -0.4128 3.0558 -0.4663 -0.09 -0.02 0.07 -0.106
N 0.3334 2.0473 -0.9349 0.01 -0.22 -0.20 -0.024
C 1.4310 -2.2744 -2.3404 -0.11 -0.05 -0.02 -0.201
C 1.8340 -3.5053 -2.8468 0.08 0.13 -0.02 -0.033
C 2.9380 -3.5672 -3.6795 -0.05 -0.04 0.02 -0.679
Cl 3.4179 -5.1125 -4.2966 0.01 0.02 0.00 0.666
N 0.2991 -2.0585 -1.5304 0.05 -0.08 0.09 -0.050
C -0.2162 -3.1171 -0.8230 -0.03 0.03 -0.03 -0.457
O 0.2353 -4.2393 -0.7077 0.06 0.01 -0.02 0.082
C -1.5361 -2.7762 -0.2234 -0.05 -0.09 0.03 -0.180
C -2.3902 -3.7474 0.2577 -0.06 0.09 0.01 0.026
C -3.6734 -3.3648 0.6172 0.03 -0.06 0.00 -0.028
C -4.0495 -2.0424 0.4550 0.02 0.09 -0.04 -0.032
C -3.1220 -1.1313 -0.0184 0.02 -0.09 0.07 -0.130
N -1.8733 -1.4913 -0.3129 0.07 0.07 -0.40 -0.025
H 3.7754 -0.2957 -3.7879 0.03 0.03 -0.01 0.096
H 2.9102 3.7825 -2.1551 0.00 0.00 0.00 0.125
H 1.5659 5.6954 -1.1822 0.00 0.00 0.01 0.114
H -0.6446 5.1378 -0.1244 0.01 0.01 -0.01 0.116
H -1.3578 2.8039 -0.0125 0.13 0.06 -0.12 0.068
H 1.3103 -4.4096 -2.5963 -0.01 -0.03 0.01 0.102
H -2.0347 -4.7660 0.3098 0.00 -0.01 0.00 0.126
H -4.3777 -4.0946 0.9935 -0.01 0.01 0.01 0.115
H -5.0439 -1.6967 0.6971 0.00 -0.03 0.01 0.118
H -3.3771 -0.0923 -0.1540 -0.02 0.04 -0.03 0.105
O -2.4823 2.6066 1.5854 -0.16 -0.04 0.12 -0.292
S -2.1435 1.3069 2.0950 -0.17 0.04 0.05 0.671
O -3.2217 0.3978 2.3538 0.06 0.00 -0.02 -0.270
N -0.9760 0.5968 1.1302 0.15 0.20 -0.07 -0.233
C 0.1342 0.3614 1.8236 0.02 -0.13 0.17 -0.802
S 1.3927 -0.4207 1.0706 0.20 0.01 0.06 0.770
C 0.1049 0.8337 3.2274 -0.04 0.01 -0.12 -0.219
C 1.0925 0.7569 4.1935 0.02 0.00 -0.01 -0.008
C 0.8175 1.2919 5.4443 -0.02 0.00 -0.01 -0.049
C -0.4142 1.8836 5.7182 -0.01 0.00 0.00 -0.053
C -1.4086 1.9540 4.7495 0.02 -0.01 0.01 -0.021
C -1.1102 1.4207 3.5128 0.04 0.02 0.09 -0.218
H 2.0443 0.2940 3.9686 0.00 0.00 -0.01 0.114
H 1.5701 1.2494 6.2200 0.00 0.00 0.00 0.111
H -0.6027 2.2918 6.7021 0.01 0.00 0.00 0.111
H -2.3690 2.4054 4.9570 0.00 0.00 -0.01 0.126
S -2.3815 1.0557 -3.4282 -0.05 0.02 -0.03 0.717
C -1.4552 0.4875 -2.3279 0.10 -0.08 0.09 -0.864
```
Forces are in eV/Å.